{
  "formula": "CH3NO2S",
  "method": "ωB97M-V/def2-TZVPD",
  "species": ["O", "S", "O", "C", "N", "H", "H", "H"],
  "positions_angstrom": [[1.407, 1.483, 0.023], [0.937, 0.098, -0.015], [1.813, -1.017, -0.237], [-0.717, -0.250, -0.449], [-0.325, -0.157, 1.031], [-0.826, -1.290, -0.705], [-1.593, 0.468, -0.949], [-0.696, 0.664, 1.300]],
  "total_energy_ev": -17502.85345,
  "total_charge": 0,
  "smiles": "O=S1(=O)CN1",
  "relative_energy_kj_mol": 252.5,
  "lumo_ev": 0.55,
  "orbital_gap_ha": 0.4077
}

---

{
  "formula": "CH3NO2S",
  "method": "ωB97M-V/def2-TZVPD",
  "species": ["C", "N", "O", "O", "S", "H", "H", "H"],
  "positions_angstrom": [[-1.858, 0.108, 0.154], [1.907, -0.800, -0.634], [2.038, 1.584, -0.443], [-0.978, 0.295, 0.995], [1.757, 0.420, 0.350], [-2.907, 0.242, 0.458], [-1.608, -0.280, -0.860], [1.648, -1.571, -0.019]],
  "total_energy_ev": -17503.74460,
  "total_charge": 0,
  "relative_energy_kj_mol": 166.5,
  "lumo_ev": -0.31,
  "orbital_gap_ha": 0.3735
}

---

{
  "formula": "CH3NO2S",
  "method": "ωB97M-V/def2-TZVPD",
  "species": ["C", "N", "O", "O", "S", "H", "H", "H"],
  "positions_angstrom": [[-1.157, 0.306, -0.167], [-0.439, -0.432, 0.519], [1.987, -1.262, -0.362], [1.458, 1.120, -0.514], [1.735, -0.044, 0.321], [-0.547, 1.116, -0.549], [-2.325, 0.361, -0.396], [-0.712, -1.166, 1.148]],
  "total_energy_ev": -17504.33671,
  "total_charge": 0,
  "relative_energy_kj_mol": 109.3,
  "lumo_ev": 0.44,
  "orbital_gap_ha": 0.3849
}

---

{
  "formula": "CH3NO2S",
  "method": "ωB97M-V/def2-TZVPD",
  "species": ["N", "S", "O", "C", "O", "H", "H", "H"],
  "positions_angstrom": [[-0.624, 1.138, -0.818], [-0.028, 0.774, 0.783], [1.265, -0.446, 0.237], [2.215, 0.070, -0.489], [2.300, 1.191, -0.729], [-1.403, 0.511, -0.997], [-0.796, 2.107, -0.936], [2.874, -0.831, -0.871]],
  "total_energy_ev": -17504.52828,
  "total_charge": 0,
  "smiles": "NSOC=O",
  "relative_energy_kj_mol": 90.9,
  "lumo_ev": 0.10,
  "orbital_gap_ha": 0.3575
}